A 4-piece molecular cluster, C3H13NO4 overall. Source: the OMol25 dataset; level of theory: ωB97M-V/def2-TZVPD.

Geometry as XYZ:
```
21
C3H13NO4 (ωB97M-V/def2-TZVPD)
O 0.74357 0.36568 -0.03040
C 0.03729 0.58456 -0.97235
C -1.53698 0.43901 -0.80056
C -1.88092 -1.07671 -0.85198
N -1.91158 0.98996 0.51211
H 0.35309 0.99462 -1.92915
H -1.98181 0.96795 -1.64015
H -2.98013 -1.17184 -0.87128
H -1.35164 -1.42688 0.06008
H -1.42060 -1.69487 -1.60667
H -1.16380 0.98955 1.20652
H -2.58582 0.50059 1.10637
H -0.19506 -0.48605 3.16121
H 0.04598 -0.64390 1.71483
O -0.55815 -0.96189 2.39586
H 2.31705 -1.47580 -1.76384
H 3.27569 -0.67805 -0.81804
O 2.74560 -0.62813 -1.61614
H 2.49839 2.06113 1.45452
H 2.50829 0.89594 0.36037
O 3.04154 1.45514 0.92868
```

Computed properties:
SMILES = C[C@@H](N)C=O.O.O.O
largest force on an atom = 0.060 Eh/bohr
energy above the lowest of the compared OMol25 structures with the same formula, charge and spin = 219.28 kJ/mol
total energy = -477.77400 hartree

---

C3H14MnNOS as an isolated structure. Source: the OMol25 dataset; level of theory: ωB97M-V/def2-TZVPD.

Geometry as XYZ:
```
21
C3H14MnNOS (ωB97M-V/def2-TZVPD)
C 0.19047 0.06635 -3.10944
Mn 0.14076 -0.61173 -1.36407
N -0.20181 -1.80642 0.25505
H -0.77241 -1.99337 -1.93924
H 0.66076 -1.58260 0.75757
H -0.30653 -1.73521 -2.61680
H 0.58934 -0.38145 -3.96898
H 0.96182 0.82418 -2.83179
H -0.83417 0.38000 -3.22359
H -0.98951 -1.55941 0.82672
H -0.25466 -2.83422 0.16283
C 0.94861 0.76244 2.71645
S 0.80005 1.54551 1.07147
C -0.98992 1.65516 1.02941
O 1.20807 0.37589 0.14213
H 1.25830 1.51494 3.38477
H 1.72768 -0.04290 2.63795
H -0.01184 0.33501 3.01734
H -1.32626 2.28920 1.88028
H -1.30050 2.16027 0.07748
H -1.49823 0.63837 1.09447
```

Computed properties:
net charge = -1
<S²> = 8.9859
2S+1 = 6
largest force on an atom = 0.057 Eh/bohr
energy above the lowest of the compared OMol25 structures with the same formula, charge and spin = 69.84 kJ/mol
total energy = -1801.61074 hartree

---

A 3-piece molecular cluster, C3H14N2O2 overall. Source: the OMol25 dataset; level of theory: ωB97M-V/def2-TZVPD.

Geometry as XYZ:
```
21
C3H14N2O2 (ωB97M-V/def2-TZVPD)
C -1.12608 -0.29574 -1.65778
C 0.22442 0.05757 -0.80329
N -0.14832 0.92174 0.33078
C -1.27693 0.17281 1.04776
N -1.35124 0.56511 2.44558
H -1.26894 -1.31020 -1.97207
H -1.13766 0.21915 -2.65551
H -2.07309 -0.06501 -1.13585
H 0.61870 -0.99046 -0.50112
H 0.99852 0.51640 -1.44334
H -0.50678 1.78146 0.07586
H -1.17123 -0.87704 0.83764
H -2.23975 0.39140 0.44631
H -0.43873 0.55167 2.94953
H -1.82837 1.48504 2.58757
H 1.39715 -1.22661 -3.62835
H 3.00176 -1.36286 -3.35994
O 2.34097 -1.04563 -4.04558
H 1.66614 0.08109 2.75429
H 2.33098 -0.12219 4.14760
O 1.98846 0.55228 3.57992
```

Computed properties:
SMILES = CCNCN.O.O
largest force on an atom = 0.094 Eh/bohr
energy above the lowest of the compared OMol25 structures with the same formula, charge and spin = 214.97 kJ/mol
total energy = -382.61789 hartree

---

A 4-piece molecular cluster, C3H14N2O2 overall. Source: the OMol25 dataset; level of theory: ωB97M-V/def2-TZVPD.

Geometry as XYZ:
```
21
C3H14N2O2 (ωB97M-V/def2-TZVPD)
N 2.25230 1.05654 -1.76766
C 0.45579 -1.15300 1.13915
C -0.53224 -0.00577 0.99501
N -1.71990 -0.52424 0.45965
C -2.68301 0.50253 0.01188
H 2.39314 1.12390 -0.75754
H 0.20787 -1.77588 1.99178
H 0.48308 -1.64620 0.13434
H 1.43125 -0.61931 1.21950
H -0.01266 0.70779 0.29032
H -0.69340 0.51620 1.94172
H -1.40349 -0.93060 -0.46296
H -2.65340 1.38822 0.63012
H -3.64592 0.04864 -0.11914
H -2.29509 0.81831 -0.98135
H 1.25760 0.89850 -1.87915
H 0.24352 -1.58237 -2.06794
O -0.35618 -1.01427 -1.56278
H 2.62806 0.15806 -2.05066
H 2.60184 0.96505 1.81297
O 2.04084 1.06792 1.02272
```

Computed properties:
largest force on an atom = 0.050 Eh/bohr
energy above the lowest of the compared OMol25 structures with the same formula, charge and spin = 870.54 kJ/mol
total energy = -382.36820 hartree

---

A 3-piece molecular cluster, C3H14N2O3 overall. Source: the OMol25 dataset; level of theory: ωB97M-V/def2-TZVPD.

Geometry as XYZ:
```
22
C3H14N2O3 (ωB97M-V/def2-TZVPD)
C -0.69552 1.35409 -0.80121
N 0.37229 0.76505 0.01099
C 1.06149 1.69992 0.85829
O 1.62170 0.98137 1.96415
C -1.16091 0.35007 -1.83348
N -2.14642 -0.62642 -1.34301
H -0.36804 2.25974 -1.28843
H -1.55499 1.58221 -0.15072
H -0.05763 0.10505 0.64954
H 1.87486 2.18196 0.30515
H 0.41724 2.44432 1.34195
H 2.14729 0.24815 1.58530
H -1.56544 0.77250 -2.74374
H -0.28894 -0.21662 -2.16465
H -1.71473 -1.49659 -1.06366
H -2.73941 -0.29612 -0.59574
H 1.72835 -2.56449 0.82665
H 1.69774 -1.54461 -0.28817
O 2.25552 -1.85581 0.43828
H -1.13912 -2.15660 1.42145
H 0.45908 -1.64552 1.39882
O -0.20439 -2.34165 1.47224
```

Computed properties:
SMILES = NCCNCO.O.O
largest force on an atom = 0.030 Eh/bohr
energy above the lowest of the compared OMol25 structures with the same formula, charge and spin = 112.74 kJ/mol
total energy = -457.89617 hartree

---

A 3-piece molecular cluster, C3H14N3O2 overall. Source: the OMol25 dataset; level of theory: ωB97M-V/def2-TZVPD.

Geometry as XYZ:
```
22
C3H14N3O2 (ωB97M-V/def2-TZVPD)
C 0.59040 -1.32877 1.86916
C -0.30948 -0.76573 0.81267
N 0.38582 -0.87605 -0.51233
C 0.14413 -0.08659 -1.54620
N 0.98285 -0.12815 -2.59915
N -0.80861 0.86915 -1.50025
H 0.80046 -2.36033 1.60586
H 0.16761 -1.40184 2.87110
H 1.51180 -0.77070 2.03404
H -1.22221 -1.34597 0.64292
H -0.54538 0.27615 1.00984
H 1.32673 -1.22338 -0.38381
H 1.82023 -0.67970 -2.52947
H 0.65858 0.05230 -3.53247
H -1.06953 1.25550 -2.39677
H -1.63466 0.81927 -0.89019
H -3.19573 1.68821 0.74881
H -3.64262 0.14748 0.79382
O -3.02931 0.79198 0.42059
H 3.13599 1.72843 0.82601
H 1.68927 1.94935 1.39607
O 2.24364 1.38939 0.85974
```

Computed properties:
net charge = +1
largest force on an atom = 0.024 Eh/bohr
energy above the lowest of the compared OMol25 structures with the same formula, charge and spin = 15.56 kJ/mol
total energy = -437.26031 hartree

---

C3H14N3OW as an isolated structure. Source: the OMol25 dataset; level of theory: ωB97M-V/def2-TZVPD.

Geometry as XYZ:
```
22
C3H14N3OW (ωB97M-V/def2-TZVPD)
C 0.85167 -2.17247 0.91198
W -0.03161 -3.28240 -0.66345
N -1.36974 -1.71839 -1.39819
H -0.43708 -4.69296 0.19896
H -2.13242 -1.51483 -0.74982
H 1.47829 -2.94903 -1.34155
H 1.22845 -3.00474 1.54738
H 0.04723 -1.64025 1.43356
H 1.67520 -1.50069 0.62461
H -0.97268 -0.78488 -1.60496
H -1.79257 -2.08754 -2.26469
C -0.85713 3.27184 1.25458
N 0.18726 2.77589 0.38985
C 0.17221 1.55053 -0.21478
N 1.36292 1.25366 -0.86178
O -0.78786 0.76319 -0.19468
H -1.49945 2.43386 1.55303
H -1.44570 4.04193 0.73222
H -0.39151 3.72823 2.13904
H 0.99805 3.36590 0.23205
H 1.57887 0.27835 -1.01118
H 2.13759 1.88480 -0.71215
```

Computed properties:
net charge = +1
<S²> = 2.0196
2S+1 = 3
largest force on an atom = 0.054 Eh/bohr
energy above the lowest of the compared OMol25 structures with the same formula, charge and spin = 0.00 kJ/mol
total energy = -428.92704 hartree

---

A 2-piece molecular cluster, C3H14N4 overall. Source: the OMol25 dataset; level of theory: ωB97M-V/def2-TZVPD.

Geometry as XYZ:
```
21
C3H14N4 (ωB97M-V/def2-TZVPD)
C 0.70280 -1.73228 0.52279
C -1.32303 -0.57924 -0.61650
C -0.44363 -0.70767 0.51859
N 0.93608 1.17548 -0.43365
N -0.77115 -0.02087 1.59138
N 1.59009 0.92069 -1.73079
N -1.69665 0.95563 1.55265
H 1.61395 -1.42412 1.15289
H 1.25190 -2.02186 -0.48950
H 0.30670 -2.65556 0.82945
H -2.46680 -0.62609 -0.37748
H -1.35009 0.41510 -0.93206
H -0.95131 -1.30416 -1.35700
H 0.69003 2.15379 -0.29509
H -0.27439 -0.13438 2.43743
H 1.03842 1.31991 -2.50523
H 2.41737 1.50743 -1.80338
H 1.57098 -0.10941 -1.77565
H 1.62256 0.84484 0.18675
H -1.87077 1.53650 2.35564
H -2.59305 0.48628 1.16876
```

Computed properties:
net charge = +2
<S²> = 2.0069
2S+1 = 3
largest force on an atom = 0.154 Eh/bohr
energy above the lowest of the compared OMol25 structures with the same formula, charge and spin = 0.00 kJ/mol
total energy = -340.83882 hartree

---

A 3-piece molecular cluster, C3H14NO2 overall. Source: the OMol25 dataset; level of theory: ωB97M-V/def2-TZVPD.

Geometry as XYZ:
```
20
C3H14NO2 (ωB97M-V/def2-TZVPD)
C -0.92652 -0.80140 -1.53115
C -1.11221 0.05021 -0.28224
N 0.16270 0.26054 0.44179
C 0.07527 0.99729 1.74990
H -0.23740 -0.30484 -2.20025
H -1.90844 -0.92320 -1.99092
H -0.50038 -1.75597 -1.26631
H -1.77877 -0.37259 0.44033
H -1.46053 1.04066 -0.56900
H 0.62530 -0.63813 0.65013
H 0.88637 0.76224 -0.08569
H -0.71383 0.55227 2.35651
H 1.03541 0.90677 2.24310
H -0.16585 2.03031 1.53912
H 2.03725 2.61506 -1.27808
H 1.15187 2.19170 -2.46917
O 1.30398 2.04006 -1.52298
H -0.22800 -3.07186 1.50486
H 1.28051 -3.05374 1.14652
O 0.47326 -2.52537 1.12352
```

Computed properties:
net charge = +1
largest force on an atom = 0.038 Eh/bohr
energy above the lowest of the compared OMol25 structures with the same formula, charge and spin = 20.42 kJ/mol
total energy = -327.71481 hartree

---

A 3-piece molecular cluster, C3H14NO2 overall. Source: the OMol25 dataset; level of theory: ωB97M-V/def2-TZVPD.

Geometry as XYZ:
```
20
C3H14NO2 (ωB97M-V/def2-TZVPD)
C 2.29803 0.72254 1.38071
C 0.90814 0.22747 1.68688
C -0.12197 1.36688 1.64451
N 0.50088 -0.73666 0.56556
H 3.06578 -0.03794 1.50476
H 2.33303 1.30592 0.46465
H 2.54000 1.48179 2.13625
H 0.67378 -0.33604 2.58612
H -0.12339 1.89884 0.69015
H 0.15035 2.08943 2.40919
H -1.12611 0.96879 1.79290
H 1.08109 -1.55818 0.39703
H -0.41949 -1.16214 0.75753
H 0.19897 -0.29120 -0.31308
H -3.85069 -0.50109 -3.49913
H -2.60651 -1.18776 -4.02515
O -3.19434 -1.16763 -3.25957
H -0.18350 -1.25079 -2.79491
H -1.54068 -0.89618 -2.14541
O -0.58337 -0.93602 -1.97896
```

Computed properties:
net charge = +1
largest force on an atom = 0.038 Eh/bohr
energy above the lowest of the compared OMol25 structures with the same formula, charge and spin = 48.96 kJ/mol
total energy = -327.70394 hartree

---

A 3-piece molecular cluster, C3H14NO3 overall. Source: the OMol25 dataset; level of theory: ωB97M-V/def2-TZVPD.

Geometry as XYZ:
```
21
C3H14NO3 (ωB97M-V/def2-TZVPD)
C -1.51559 -0.61088 -0.34444
O -1.23760 0.45263 -1.23654
C -0.33027 -0.76625 0.61388
C -0.44017 -2.15866 1.30549
N 0.94204 -0.72797 -0.16038
H -2.40816 -0.42718 0.25844
H -1.62678 -1.52584 -0.92946
H -1.35312 1.28175 -0.75803
H -0.32628 0.06408 1.30261
H -1.29560 -2.70631 0.92375
H -0.51053 -2.06605 2.39743
H 0.48259 -2.74580 1.24275
H 1.27736 -1.58898 -0.60168
H 0.70274 -0.15083 -0.98549
H 1.76428 -0.38164 0.32717
H 2.55611 1.21989 -1.92687
H 2.65931 2.32238 -1.00421
O 2.60770 1.37311 -0.98094
H -1.32600 3.15959 0.50757
H -0.14636 3.26759 -0.34111
O -0.47567 2.71537 0.39007
```

Computed properties:
net charge = +1
largest force on an atom = 0.049 Eh/bohr
energy above the lowest of the compared OMol25 structures with the same formula, charge and spin = 65.02 kJ/mol
total energy = -402.93182 hartree

---

A 3-piece molecular cluster, C3H14NO3 overall. Source: the OMol25 dataset; level of theory: ωB97M-V/def2-TZVPD.

Geometry as XYZ:
```
21
C3H14NO3 (ωB97M-V/def2-TZVPD)
C 0.41559 0.35289 0.08023
C -0.34234 1.66976 -0.00256
C -0.26379 2.34331 -1.35369
O -1.70651 1.39774 0.32862
N -0.25437 -0.54706 1.05994
H 0.32518 -0.12668 -0.89288
H 1.45255 0.50708 0.28952
H -0.05880 2.35490 0.76659
H -0.51173 3.39525 -1.25292
H -1.03468 1.92401 -2.01241
H 0.66072 2.08665 -1.87959
H -2.36361 1.33326 -0.36819
H -0.90891 -0.00164 1.62964
H 0.36584 -1.13666 1.64776
H -0.83224 -1.22151 0.56230
H 0.86090 -3.51992 2.38831
H 0.48653 -2.65160 3.58668
O 0.41772 -2.69066 2.61761
H 1.53584 -0.59222 -2.83094
H 2.18343 -1.86765 -2.81578
O 1.28452 -1.52026 -2.70531
```

Computed properties:
net charge = +1
largest force on an atom = 0.031 Eh/bohr
energy above the lowest of the compared OMol25 structures with the same formula, charge and spin = 64.23 kJ/mol
total energy = -402.93212 hartree

---

- Which value of total energy does entry 5 give?
  -457.89617 hartree

---

- Look up the energy above the lowest of the compared OMol25 structures with the same formula, charge and spin of the tenth one.
  48.96 kJ/mol

---

- Among the records above, which one has the lowest largest force on an atom?
  C3H14N3O2